{
  "formula": "C4H8NO2",
  "method": "wB97M-V/def2-TZVPD",
  "homo_energy_ev": -14.818,
  "de_lowest_kcal_mol": 78.4,
  "homo_lumo_gap_ha": 0.4044,
  "e_lumo_ev": -3.8137,
  "multiplicity": 1,
  "e_tot_ha": -362.0886,
  "smiles": "[NH3+]C1(C=O)COC1",
  "charge": 1,
  "species": ["C", "C", "C", "C", "N", "O", "O", "H", "H", "H", "H", "H", "H", "H", "H"],
  "xyz": [[-1.3711, 1.0861, -0.0103], [0.8522, 0.4566, -0.9963], [1.0045, 0.4246, 1.0615], [-0.1428, 0.1783, 0.1012], [-0.7096, -1.2376, 0.0242], [-2.4548, 0.6830, -0.0863], [1.8408, 0.5989, -0.0397], [-1.1921, 2.2398, -0.2314], [0.9139, -0.3902, -1.8147], [0.7030, 1.3309, -1.5502], [1.1122, 1.2328, 1.7714], [1.2451, -0.5241, 1.5739], [-0.0504, -1.6149, -0.7672], [-1.7556, -1.3709, -0.0514], [-0.5474, -1.9134, 0.7544]],
  "forces_ev_per_a": [[2.98, 3.70, -0.63], [-0.33, -2.49, -1.25], [0.31, -1.74, 0.61], [-3.24, 0.42, 0.40], [1.64, -1.38, -1.67], [-3.29, -1.79, 0.11], [3.03, 0.37, -0.68], [0.26, -1.93, 0.75], [0.45, 1.13, 1.55], [-0.38, 1.54, -0.85], [-0.76, 0.37, 0.07], [0.01, 0.33, 0.20], [-2.44, 0.17, 1.16], [0.91, 1.08, -1.02], [0.83, 0.23, 1.23]],
  "lowdin_charge": [-0.187, -0.127, -0.073, -0.316, 0.248, 0.136, -0.027, 0.194, 0.177, 0.120, 0.149, 0.142, 0.210, 0.191, 0.162]
}